[1]
{
  "formula": "C14H28Cl10O9",
  "method": "ωB97M-V/def2-TZVPD",
  "multiplicity": 2,
  "fmax_ha_per_bohr": 0.0606,
  "e_tot_ha": -5829.2586,
  "e_homo_ev": [0.08, -7.72],
  "total_charge": -1,
  "homo_lumo_gap_ev": [2.08, 9.88],
  "elements": ["C", "O", "C", "O", "O", "C", "H", "H", "H", "H", "H", "H", "C", "O", "C", "O", "O", "C", "H", "H", "H", "H", "H", "H", "C", "O", "C", "O", "O", "C", "H", "H", "H", "H", "H", "H", "C", "Cl", "Cl", "H", "H", "C", "Cl", "Cl", "H", "H", "C", "Cl", "Cl", "H", "H", "C", "Cl", "Cl", "H", "H", "C", "Cl", "Cl", "H", "H"],
  "coordinates": [[-15.760, -4.235, -13.978], [-15.028, -3.051, -13.725], [-13.690, -3.040, -13.389], [-13.000, -4.018, -13.231], [-13.284, -1.803, -13.080], [-11.942, -1.497, -12.968], [-16.692, -4.109, -14.528], [-16.026, -4.614, -12.991], [-15.213, -5.047, -14.456], [-11.743, -1.172, -11.947], [-11.785, -0.573, -13.525], [-11.200, -2.189, -13.367], [-19.603, -7.406, -22.174], [-19.427, -5.993, -22.021], [-20.489, -5.205, -21.642], [-21.627, -5.617, -21.495], [-19.968, -3.952, -21.460], [-20.878, -2.883, -21.218], [-20.027, -7.525, -23.171], [-20.242, -7.844, -21.409], [-18.615, -7.864, -22.132], [-21.391, -3.063, -20.274], [-21.645, -2.809, -21.988], [-20.326, -1.947, -21.310], [-28.371, -2.586, -17.592], [-27.662, -3.812, -17.448], [-26.575, -3.955, -18.243], [-26.250, -3.211, -19.179], [-25.943, -5.116, -17.832], [-24.693, -5.535, -18.378], [-27.738, -1.702, -17.508], [-29.035, -2.494, -16.733], [-28.873, -2.544, -18.559], [-23.912, -4.802, -18.177], [-24.905, -5.674, -19.438], [-24.379, -6.479, -17.934], [-19.364, -2.119, -11.695], [-19.381, -3.413, -12.882], [-17.784, -1.239, -11.746], [-20.060, -1.346, -12.020], [-19.547, -2.483, -10.684], [-23.837, -2.705, -13.972], [-22.561, -1.588, -13.880], [-24.175, -3.265, -15.682], [-23.520, -3.586, -13.415], [-24.665, -2.245, -13.432], [-20.475, -3.612, -16.148], [-18.721, -3.464, -16.425], [-21.320, -3.923, -17.709], [-20.650, -4.338, -15.354], [-20.824, -2.628, -15.836], [-22.075, 0.655, -16.973], [-21.845, 2.369, -16.480], [-20.911, 0.243, -18.251], [-21.986, -0.034, -16.133], [-23.081, 0.610, -17.388], [-15.393, -2.517, -17.123], [-15.628, -3.927, -18.136], [-13.609, -2.283, -16.820], [-15.785, -1.675, -17.693], [-15.976, -2.661, -16.214]]
}


[2]
{
  "formula": "CoF2H3NO7S2",
  "method": "ωB97M-V/def2-TZVPD",
  "multiplicity": 4,
  "fmax_ha_per_bohr": 0.0692,
  "e_tot_ha": -2962.1231,
  "e_homo_ev": [-0.82, -0.72],
  "total_charge": -2,
  "relative_energy_kcal_mol": 4.9,
  "homo_lumo_gap_ev": [6.34, 6.24],
  "elements": ["Co", "O", "H", "O", "H", "O", "H", "N", "S", "O", "O", "F", "S", "O", "O", "F"],
  "coordinates": [[1.162, 0.576, 0.705], [2.451, -0.508, -0.252], [2.527, -1.235, -0.849], [1.239, 2.519, 0.991], [0.816, 3.242, 0.537], [1.831, 0.199, 2.549], [1.122, 0.100, 3.183], [-0.505, -0.135, -0.219], [-1.712, 0.597, -0.916], [-2.936, 0.589, -0.167], [-1.831, 0.466, -2.345], [-1.125, 2.066, -0.771], [-0.827, -1.762, -0.452], [-2.030, -2.132, -1.153], [-0.478, -2.546, 0.698], [0.295, -2.036, -1.539]]
}


[3]
{
  "formula": "C29H25F3O10",
  "method": "ωB97M-V/def2-TZVPD",
  "smiles": "COCc1c(O)c(CCCCOC(C)=O)cc2c1C(=O)c1ccc(C(F)(F)F)cc1C2=O.O=C1C=C(O)C(=O)C=C1O",
  "multiplicity": 1,
  "fmax_ha_per_bohr": 0.0877,
  "e_tot_ha": -2171.6973,
  "e_homo_ev": -9.09,
  "homo_lumo_gap_ev": 7.45,
  "elements": ["C", "O", "C", "C", "C", "O", "C", "C", "C", "C", "C", "O", "C", "C", "O", "C", "C", "C", "C", "O", "C", "C", "C", "C", "C", "F", "F", "F", "C", "C", "C", "O", "H", "H", "H", "H", "H", "H", "H", "H", "H", "H", "H", "H", "H", "H", "H", "H", "H", "H", "H", "H", "H", "C", "C", "C", "O", "C", "C", "C", "O", "O", "O", "H", "H", "H", "H"],
  "coordinates": [[0.598, 2.421, 5.006], [-0.545, 1.574, 4.708], [-1.026, 1.813, 3.348], [0.160, 1.825, 2.261], [1.033, 0.571, 1.914], [0.739, -0.629, 2.632], [2.157, 0.538, 0.848], [3.025, -0.750, 0.452], [2.122, -1.845, -0.360], [1.436, -1.223, -1.669], [0.081, -1.950, -2.139], [-0.608, -2.689, -1.097], [-1.762, -2.009, -0.620], [-1.906, -1.828, 0.986], [-2.704, -1.570, -1.317], [2.441, 1.851, 0.070], [1.600, 3.114, 0.377], [0.467, 3.114, 1.461], [-0.329, 4.502, 1.619], [-0.670, 5.009, 2.712], [-0.636, 5.259, 0.224], [-1.988, 5.951, -0.100], [-2.145, 6.615, -1.510], [-1.010, 6.620, -2.584], [-1.143, 7.266, -4.032], [-1.079, 8.672, -4.062], [-2.415, 6.836, -4.554], [-0.161, 6.639, -4.862], [0.343, 5.921, -2.249], [0.503, 5.256, -0.864], [1.856, 4.471, -0.460], [3.002, 4.849, -0.794], [0.573, 2.646, 6.138], [0.560, 3.426, 4.447], [1.569, 1.833, 4.789], [-1.722, 0.916, 3.125], [-1.670, 2.773, 3.305], [1.591, -1.041, 2.898], [3.302, -1.284, 1.441], [3.932, -0.397, -0.138], [2.891, -2.624, -0.736], [1.399, -2.273, 0.410], [1.229, -0.103, -1.622], [2.194, -1.369, -2.532], [-0.583, -1.129, -2.611], [0.310, -2.672, -3.014], [-3.028, -1.888, 1.234], [-1.402, -2.731, 1.486], [-1.481, -0.838, 1.357], [3.258, 1.878, -0.739], [-2.845, 5.935, 0.668], [-3.162, 7.097, -1.754], [1.223, 5.842, -2.974], [-0.122, -5.870, -0.437], [0.616, -6.726, -1.147], [0.098, -8.072, -1.523], [0.793, -8.821, -2.188], [-1.245, -8.444, -1.065], [-1.982, -7.589, -0.352], [-1.474, -6.233, 0.000], [-2.181, -5.470, 0.637], [-3.229, -7.921, 0.082], [1.874, -6.403, -1.557], [0.241, -4.889, -0.160], [-1.603, -9.430, -1.329], [-3.551, -7.138, 0.569], [2.194, -7.184, -2.051]]
}


[4]
{
  "formula": "C3H12N2O4",
  "method": "ωB97M-V/def2-TZVPD",
  "smiles": "NCCNC(=O)O.O.O",
  "multiplicity": 1,
  "fmax_ha_per_bohr": 0.0299,
  "e_tot_ha": -531.9948,
  "e_homo_ev": -8.98,
  "relative_energy_kcal_mol": 0.0,
  "homo_lumo_gap_ev": 9.58,
  "elements": ["C", "N", "C", "O", "O", "C", "N", "H", "H", "H", "H", "H", "H", "H", "H", "H", "H", "O", "H", "H", "O"],
  "coordinates": [[0.982, -1.054, -0.011], [-0.452, -0.716, -0.019], [-1.339, -1.485, 0.675], [-0.809, -2.259, 1.641], [-2.538, -1.444, 0.476], [1.827, 0.225, 0.106], [1.652, 0.917, 1.362], [1.241, -1.737, 0.784], [1.248, -1.541, -0.936], [-0.791, -0.488, -0.946], [-1.409, -3.006, 1.755], [1.530, 0.859, -0.727], [2.866, -0.058, -0.032], [2.100, 0.468, 2.135], [0.715, 1.264, 1.485], [-1.217, 2.389, -1.820], [-2.604, 1.699, -1.796], [-1.738, 1.682, -2.212], [1.667, 3.303, -0.610], [2.856, 2.963, -1.374], [1.896, 2.865, -1.443]]
}


[5]
{
  "formula": "C32H72ClN5NbO14S",
  "method": "ωB97M-V/def2-TZVPD",
  "multiplicity": 1,
  "fmax_ha_per_bohr": 0.0168,
  "e_tot_ha": -3504.8573,
  "e_homo_ev": -4.84,
  "total_charge": -1,
  "homo_lumo_gap_ev": 6.45,
  "elements": ["C", "C", "C", "O", "Nb", "C", "C", "C", "C", "S", "O", "O", "O", "C", "O", "C", "O", "C", "C", "O", "C", "O", "C", "C", "O", "C", "C", "C", "Cl", "H", "H", "H", "H", "H", "H", "H", "H", "H", "H", "H", "H", "H", "H", "H", "H", "H", "H", "H", "H", "H", "H", "H", "H", "H", "H", "H", "H", "H", "H", "H", "H", "H", "H", "H", "H", "H", "C", "O", "N", "C", "C", "H", "H", "H", "H", "H", "H", "H", "C", "O", "N", "C", "C", "H", "H", "H", "H", "H", "H", "H", "C", "O", "N", "C", "C", "H", "H", "H", "H", "H", "H", "H", "C", "O", "N", "C", "C", "H", "H", "H", "H", "H", "H", "H", "C", "O", "N", "C", "C", "H", "H", "H", "H", "H", "H", "H"],
  "coordinates": [[4.524, -0.436, 3.831], [3.068, -0.755, 3.510], [2.476, 0.082, 2.375], [1.457, -0.620, 1.700], [-0.220, 0.144, 0.994], [0.005, -0.231, -1.240], [1.447, -0.684, -1.525], [1.682, -2.198, -1.719], [2.611, -2.858, -0.694], [1.996, -4.302, 0.146], [0.927, -4.885, -0.599], [3.144, -5.061, 0.564], [1.316, -3.736, 1.471], [-1.205, -1.891, 0.910], [-2.633, -1.825, 1.009], [-3.238, -1.679, -0.245], [-4.568, -1.336, -0.057], [-4.776, 0.064, 0.044], [-5.860, 0.389, 1.099], [-6.488, -0.795, 1.575], [0.741, 2.057, 0.181], [0.245, 2.698, -1.018], [1.111, 3.192, -1.906], [0.405, 3.922, -3.019], [2.322, 3.052, -1.840], [-0.949, 0.851, 3.062], [-2.335, 1.267, 3.513], [-3.307, 0.090, 3.585], [-3.037, 2.575, 2.455], [5.080, -0.199, 2.919], [4.634, 0.417, 4.504], [5.028, -1.279, 4.308], [2.959, -1.800, 3.208], [2.460, -0.620, 4.409], [3.273, 0.349, 1.663], [2.093, 1.035, 2.770], [-1.830, 0.722, 0.395], [-0.693, -0.974, -1.638], [-0.215, 0.695, -1.766], [1.798, -0.201, -2.447], [2.116, -0.312, -0.738], [0.749, -2.764, -1.757], [2.168, -2.303, -2.685], [3.504, -3.279, -1.162], [2.922, -2.156, 0.082], [1.975, -3.718, 2.177], [-0.876, -2.399, 1.827], [-0.901, -2.533, 0.071], [-3.207, -2.627, -0.799], [-2.697, -0.903, -0.805], [-3.841, 0.558, 0.326], [-5.073, 0.452, -0.938], [-5.390, 0.933, 1.922], [-6.617, 1.050, 0.665], [-6.483, -0.763, 2.531], [0.559, 2.795, 0.979], [1.823, 1.954, 0.049], [0.933, 4.856, -3.204], [-0.644, 4.097, -2.793], [0.476, 3.334, -3.936], [-0.253, 1.675, 3.299], [-0.663, 0.004, 3.707], [-2.304, 1.776, 4.478], [-3.932, 0.147, 4.480], [-2.770, -0.860, 3.608], [-3.950, 0.042, 2.707], [-4.956, -5.756, 3.704], [-4.948, -6.473, 4.693], [-5.658, -4.616, 3.598], [-5.659, -3.805, 2.395], [-6.447, -4.197, 4.740], [-4.378, -5.994, 2.795], [-5.271, -2.804, 2.578], [-6.665, -3.710, 1.984], [-5.018, -4.270, 1.648], [-5.817, -4.032, 5.615], [-7.184, -4.952, 5.011], [-6.967, -3.274, 4.493], [2.008, 7.549, -4.266], [1.631, 6.497, -4.741], [3.310, 7.902, -4.181], [3.740, 9.149, -3.599], [4.290, 6.951, -4.675], [1.322, 8.298, -3.836], [4.294, 9.758, -4.317], [4.377, 8.986, -2.726], [2.863, 9.710, -3.280], [4.150, 6.763, -5.740], [4.187, 6.000, -4.149], [5.287, 7.355, -4.510], [4.354, -1.677, -4.673], [3.987, -2.586, -3.956], [4.910, -0.538, -4.206], [5.318, 0.536, -5.075], [5.053, -0.396, -2.765], [4.230, -1.688, -5.769], [6.386, 0.747, -4.979], [4.765, 1.454, -4.859], [5.116, 0.252, -6.108], [5.689, -1.182, -2.357], [4.081, -0.457, -2.272], [5.496, 0.576, -2.557], [6.505, 5.539, -7.109], [6.163, 6.331, -7.964], [7.790, 5.200, -6.862], [8.148, 4.256, -5.829], [8.827, 5.812, -7.672], [5.790, 5.023, -6.447], [8.794, 4.711, -5.075], [8.666, 3.387, -6.241], [7.240, 3.910, -5.336], [8.814, 6.897, -7.570], [8.687, 5.580, -8.728], [9.792, 5.430, -7.344], [-8.580, -5.548, 7.697], [-8.791, -4.526, 7.076], [-9.121, -6.746, 7.384], [-8.827, -7.942, 8.135], [-10.006, -6.815, 6.237], [-7.907, -5.591, 8.569], [-8.351, -8.700, 7.509], [-9.730, -8.375, 8.572], [-8.141, -7.692, 8.944], [-9.493, -6.500, 5.328], [-10.871, -6.164, 6.370], [-10.342, -7.843, 6.121]]
}


[6]
{
  "formula": "C2H10N3",
  "method": "ωB97M-V/def2-TZVPD",
  "smiles": "NC[NH2+]CN",
  "multiplicity": 1,
  "fmax_ha_per_bohr": 0.0791,
  "e_tot_ha": -246.1649,
  "e_homo_ev": -14.08,
  "total_charge": 1,
  "relative_energy_kcal_mol": 58.8,
  "homo_lumo_gap_ev": 10.94,
  "elements": ["C", "N", "H", "H", "H", "H", "N", "C", "N", "H", "H", "H", "H", "H", "H"],
  "coordinates": [[1.313, 0.344, 0.299], [1.595, 1.249, -0.775], [0.783, 0.778, 1.149], [2.109, -0.309, 0.682], [2.523, 1.826, -0.703], [1.519, 1.094, -1.755], [0.372, -0.719, -0.160], [-1.179, -0.229, -0.094], [-2.005, -0.736, 0.918], [0.456, -0.692, -1.193], [0.282, -1.661, 0.213], [-1.595, -0.476, -1.074], [-1.019, 0.847, 0.024], [-2.205, -0.024, 1.629], [-2.949, -1.290, 0.839]]
}


[7]
{
  "formula": "CH5N3S",
  "method": "ωB97M-V/def2-TZVPD",
  "smiles": "NN/N=C/S",
  "multiplicity": 1,
  "fmax_ha_per_bohr": 0.0580,
  "e_tot_ha": -603.4407,
  "e_homo_ev": -7.74,
  "relative_energy_kcal_mol": 66.0,
  "homo_lumo_gap_ev": 8.79,
  "elements": ["C", "N", "N", "N", "S", "H", "H", "H", "H", "H"],
  "coordinates": [[0.591, -1.254, 0.009], [-0.967, 1.602, -0.293], [0.102, -0.169, 0.452], [0.265, 0.894, -0.271], [0.513, -2.660, 1.023], [1.201, -1.385, -0.798], [-0.960, 2.251, -1.035], [-0.978, 2.155, 0.504], [-0.549, -2.153, 1.524], [0.783, 0.718, -1.116]]
}


[8]
{
  "formula": "C32H36N3O",
  "method": "ωB97M-V/def2-TZVPD",
  "multiplicity": 1,
  "fmax_ha_per_bohr": 0.0245,
  "e_tot_ha": -1480.1931,
  "e_homo_ev": -9.86,
  "total_charge": 1,
  "relative_energy_kcal_mol": 37.0,
  "homo_lumo_gap_ev": 5.10,
  "elements": ["C", "N", "C", "C", "C", "C", "C", "C", "C", "C", "C", "C", "C", "C", "C", "C", "C", "N", "C", "C", "C", "C", "C", "C", "C", "C", "C", "C", "C", "H", "H", "H", "H", "H", "H", "H", "H", "H", "H", "H", "H", "H", "H", "H", "H", "H", "H", "H", "H", "H", "H", "H", "H", "H", "O", "C", "C", "C", "C", "C", "N", "H", "H", "H", "H", "H", "H", "H", "H", "H", "H", "H"],
  "coordinates": [[-5.541, -0.281, 0.838], [-5.068, -0.572, 2.193], [-5.613, -1.739, 2.813], [-5.275, -3.002, 2.294], [-5.826, -4.158, 2.840], [-6.728, -4.065, 3.907], [-7.077, -2.812, 4.420], [-6.516, -1.649, 3.887], [-3.787, -0.122, 2.539], [-3.550, 0.389, 3.831], [-2.326, 0.943, 4.147], [-1.220, 0.826, 3.256], [0.061, 1.318, 3.621], [1.300, 0.762, 3.206], [2.476, 1.566, 3.271], [3.699, 1.073, 2.869], [3.847, -0.288, 2.504], [5.104, -0.758, 2.135], [5.909, 0.060, 1.226], [5.686, -1.932, 2.695], [5.446, -3.193, 2.124], [6.051, -4.332, 2.658], [6.884, -4.229, 3.777], [7.146, -2.975, 4.340], [6.563, -1.831, 3.799], [2.707, -1.121, 2.506], [1.455, -0.594, 2.771], [-1.453, 0.215, 1.987], [-2.726, -0.178, 1.613], [-5.221, 0.730, 0.563], [-5.157, -1.000, 0.101], [-6.636, -0.328, 0.844], [-4.563, -3.054, 1.464], [-5.541, -5.129, 2.436], [-7.159, -4.971, 4.334], [-7.781, -2.737, 5.249], [-6.769, -0.662, 4.280], [-4.369, 0.376, 4.549], [-2.169, 1.424, 5.111], [0.105, 2.146, 4.331], [2.386, 2.598, 3.619], [4.580, 1.719, 2.874], [6.967, -0.179, 1.359], [5.630, -0.135, 0.178], [5.743, 1.123, 1.425], [4.789, -3.258, 1.253], [5.863, -5.303, 2.198], [7.340, -5.123, 4.204], [7.803, -2.888, 5.206], [6.765, -0.844, 4.226], [2.828, -2.173, 2.252], [0.575, -1.229, 2.687], [-0.619, 0.085, 1.296], [-2.902, -0.583, 0.614], [1.574, 4.374, 5.077], [1.639, 5.807, 5.100], [0.870, 6.264, 3.859], [0.357, 7.728, 3.722], [-1.092, 7.619, 3.197], [-1.453, 6.112, 3.253], [-0.285, 5.460, 3.718], [2.062, 4.008, 5.832], [1.141, 6.194, 6.002], [2.686, 6.137, 5.026], [1.574, 6.107, 3.014], [0.383, 8.244, 4.687], [0.971, 8.281, 3.001], [-1.789, 8.206, 3.805], [-1.168, 7.953, 2.156], [-2.342, 5.943, 3.887], [-1.711, 5.751, 2.242], [-0.271, 4.480, 3.965]]
}